Entry 1:
The molecule C5H8O2, computed with ωB97M-V/def2-TZVPD.

HOMO-LUMO gap (Ha): 0.3680
Spin multiplicity: 1
Max |F| (hartree/bohr): 0.0112
Lowest unoccupied orbital energy (eV): 0.9
SMILES string: C[C@@]1(O)CCC1=O
E_tot (a.u.): -345.76312
Energy relative to the best compared isomer or geometry (same formula, charge and spin) (kJ/mol): 109.8

Cartesian coordinates (Å):
C1 0.7382 -1.4855 -0.3747
C2 -0.2319 -0.4346 0.1084
O1 -1.4373 -0.9568 0.6176
C3 0.2835 0.6754 1.0574
C4 -0.1043 1.7503 0.0190
C5 -0.3683 0.6619 -0.9868
O2 -0.5642 0.6336 -2.1719
H1 0.9478 -2.2369 0.3879
H2 0.3095 -1.9656 -1.2611
H3 1.6744 -1.0108 -0.6835
H4 -1.7592 -1.6315 0.0070
H5 -0.2570 0.7445 2.0024
H6 1.3520 0.5952 1.2672
H7 -1.1319 2.0666 0.2190
H8 0.5486 2.5942 -0.2079

=====

Entry 2:
The molecule C13H16N4O, computed with ωB97M-V/def2-TZVPD.

HOMO-LUMO gap (Ha): 0.3317
Spin multiplicity: 1
Max |F| (hartree/bohr): 0.0126
Lowest unoccupied orbital energy (eV): 0.6
SMILES string: Cc1ccc(C(=O)NCCCn2ccnc2)cn1
E_tot (a.u.): -799.27155
Energy relative to the best compared isomer or geometry (same formula, charge and spin) (kJ/mol): 0.0

Cartesian coordinates (Å):
C1 -6.1085 -0.0643 0.8488
C2 -4.6722 -0.1406 0.4432
C3 -4.1458 -1.2871 -0.1543
C4 -2.8173 -1.2966 -0.5244
C5 -2.0388 -0.1606 -0.2992
C6 -0.6010 -0.1849 -0.6890
O1 0.0537 -1.2100 -0.6823
N1 -0.0925 1.0138 -1.0604
C7 1.2885 1.2084 -1.4372
C8 2.0669 1.9711 -0.3611
C9 2.3207 1.1115 0.8853
N2 3.3457 0.1331 0.6518
C10 3.1756 -1.1587 0.2360
C11 4.4313 -1.6732 0.0921
N3 5.3616 -0.7326 0.4053
C12 4.6844 0.3316 0.7312
C13 -2.6518 0.9158 0.3343
N4 -3.9229 0.9261 0.6874
H1 -6.3382 -0.8466 1.5703
H2 -6.7531 -0.2061 -0.0170
H3 -6.3110 0.9052 1.2936
H4 -4.7745 -2.1485 -0.3203
H5 -2.3621 -2.1601 -0.9867
H6 -0.6904 1.8243 -1.0578
H7 1.3261 1.7585 -2.3824
H8 1.7245 0.2178 -1.5865
H9 1.5066 2.8635 -0.0735
H10 3.0257 2.2893 -0.7739
H11 1.4015 0.5943 1.1734
H12 2.6362 1.7529 1.7143
H13 2.2048 -1.5847 0.0850
H14 4.7254 -2.6572 -0.2129
H15 5.1165 1.2634 1.0401
H16 -2.1010 1.8110 0.5999

=====

Entry 3:
A cluster of 7 separate species, C7H14Cl14 in total, computed with ωB97M-V/def2-TZVPD.

HOMO-LUMO gap (Ha): 0.4101
Spin multiplicity: 1
Max |F| (hartree/bohr): 0.0132
Lowest unoccupied orbital energy (eV): 0.4
SMILES string: ClCCl.ClCCl.ClCCl.ClCCl.ClCCl.ClCCl.ClCCl
E_tot (a.u.): -6717.78827
Energy relative to the best compared isomer or geometry (same formula, charge and spin) (kJ/mol): 3.9

Cartesian coordinates (Å):
Cl1 8.5775 -6.3087 -5.7638
C1 7.1172 -6.4571 -6.7106
Cl2 7.4246 -7.0329 -8.3646
H1 6.4862 -7.1836 -6.2212
H2 6.6564 -5.4847 -6.7688
Cl3 4.8870 -13.3725 -3.9874
C2 5.2714 -14.4726 -5.3290
Cl4 3.9879 -14.5241 -6.5597
H3 6.1901 -14.1429 -5.7927
H4 5.3740 -15.4615 -4.9079
Cl5 4.6112 -8.1486 -4.3049
C3 4.8313 -9.7167 -3.5661
Cl6 3.4101 -10.2055 -2.6632
H5 5.0289 -10.4396 -4.3464
H6 5.6631 -9.6574 -2.8802
Cl7 1.1552 -14.7481 -4.2132
C4 1.0563 -13.2886 -3.2244
Cl8 1.6952 -13.5542 -1.6047
H7 1.6431 -12.5121 -3.6934
H8 0.0148 -13.0175 -3.1419
Cl9 7.3985 -12.4174 -8.5846
C5 6.2102 -11.1550 -8.1995
Cl10 6.7019 -10.2046 -6.7945
H9 6.1442 -10.4897 -9.0469
H10 5.2723 -11.6331 -7.9750
Cl11 8.0728 -11.3299 -3.2753
C6 9.4173 -10.2282 -3.0124
Cl12 10.1004 -9.6205 -4.5269
H11 9.0615 -9.3841 -2.4385
H12 10.1858 -10.7641 -2.4741
Cl13 4.6009 -6.4706 -0.5855
C7 4.1031 -5.6020 -2.0550
Cl14 3.6879 -3.8931 -1.7437
H13 4.9244 -5.6299 -2.7506
H14 3.2272 -6.0915 -2.4494

=====

Entry 4:
The ion C4H9N2 with charge +1, computed with ωB97M-V/def2-TZVPD.

HOMO-LUMO gap (Ha): 0.3964
Spin multiplicity: 1
Max |F| (hartree/bohr): 0.1057
Lowest unoccupied orbital energy (eV): -3.5
SMILES string: C1C[N@H+]2CN[C@@H]12
Net charge: +1
E_tot (a.u.): -266.96104
Energy relative to the best compared isomer or geometry (same formula, charge and spin) (kJ/mol): 363.0

Cartesian coordinates (Å):
C1 1.5152 -0.0290 0.3873
C2 1.0143 -0.4474 -0.9550
N1 -0.3976 0.2122 -0.6699
C3 -1.5006 -0.4446 0.0662
N2 -0.8907 -0.0249 1.3119
C4 0.1280 0.7162 0.6408
H1 1.6195 -0.6584 1.1653
H2 2.2733 0.6306 0.1687
H3 1.3235 -0.1594 -1.9365
H4 0.6975 -1.4714 -1.1043
H5 -0.5993 1.0483 -1.3364
H6 -1.6322 -1.4607 -0.3127
H7 -2.4574 -0.0434 -0.1853
H8 -1.4968 0.3995 1.9399
H9 0.4033 1.7322 0.8199

=====

Entry 5:
The molecule C5H9NO, computed with ωB97M-V/def2-TZVPD.

HOMO-LUMO gap (Ha): 0.3394
Spin multiplicity: 1
Max |F| (hartree/bohr): 0.0115
Lowest unoccupied orbital energy (eV): 1.1
E_tot (a.u.): -325.79619
Energy relative to the best compared isomer or geometry (same formula, charge and spin) (kJ/mol): 371.2

Cartesian coordinates (Å):
C1 -0.0911 2.6811 1.2562
C2 -0.3780 1.2212 1.4724
N1 -0.5345 0.6005 0.3292
C3 -0.6484 -0.8465 0.2212
C4 0.5965 -1.3672 -0.4509
C5 0.5511 -2.3218 -1.5560
O1 0.7455 -0.9369 -1.8016
H1 0.8356 2.9217 1.7907
H2 -0.8741 3.2816 1.7332
H3 0.0180 3.0068 0.2043
H4 -0.7469 -1.2272 1.2401
H5 -0.4523 1.0679 -0.5816
H6 -1.5364 -1.1208 -0.3615
H7 1.5093 -1.2852 0.1419
H8 1.4154 -2.9529 -1.7583
H9 -0.4097 -2.7224 -1.8794

=====

Entry 6:
A structure of composition C3H10NO2S, computed with ωB97M-V/def2-TZVPD.

HOMO-LUMO gap (Ha): 0.2610
Spin multiplicity: 1
Max |F| (hartree/bohr): 0.0820
Lowest unoccupied orbital energy (eV): 3.1
Net charge: -1
E_tot (a.u.): -723.69250
Energy relative to the best compared isomer or geometry (same formula, charge and spin) (kJ/mol): 135.2

Cartesian coordinates (Å):
C1 0.8770 0.0953 0.3923
C2 1.3594 0.4734 -1.0057
S1 2.9619 -0.1663 -1.4567
N1 -0.3481 0.6639 0.8321
C3 -1.1265 -0.3135 1.7565
O1 -1.4417 -1.4723 1.0950
H1 0.8103 -1.0169 0.3946
H2 1.7393 0.4269 1.0572
H3 1.3670 1.5816 -0.8934
H4 0.5057 0.1418 -1.7016
H5 3.3682 0.8587 -2.3592
H6 -1.0277 0.8020 -0.1669
H7 -0.5383 -0.5648 2.6515
H8 -2.0490 0.1685 2.0491
H9 -2.7091 -0.5298 -1.6200
H10 -1.7387 -0.9578 0.0081
O2 -2.0097 -0.1906 -1.0328